Record 1
C43H36ClN5O6PSV as an isolated structure. Source: the Open Molecules 2025 dataset; level of theory: ωB97M-V with the def2-TZVPD basis set.

As for the charge: 0. Its total energy is -4529.351868 Ha. Its multiplicity is 3. The calculation puts the HOMO-LUMO gap (alpha / beta) at 7.81 / 7.52 eV.

XYZ file:
```
94
Properties=species:S:1:pos:R:3:forces:R:3
V -0.268560 -1.270257 -0.143073 -1.06 -0.20 -0.93
C 3.416213 -1.791739 1.782307 0.27 -0.07 0.14
C 2.521515 -1.819871 0.592711 -0.02 0.05 -0.44
O 1.360413 -1.395297 0.753534 1.26 -0.03 1.21
C 2.930993 -2.294045 -0.690162 0.24 -0.16 0.05
C 4.241070 -2.815435 -0.865615 -0.17 0.13 0.17
C 4.664362 -3.285499 -2.068949 -0.19 -0.04 -0.40
C 3.762467 -3.243031 -3.164135 0.36 -0.12 0.06
C 2.502167 -2.738650 -3.040041 -0.07 0.03 0.05
C 2.029778 -2.240340 -1.795698 -0.14 0.11 -0.05
O 0.829556 -1.751442 -1.751212 0.46 -0.21 0.37
H 2.896954 -1.313908 2.607474 -0.04 0.02 0.00
H 4.325242 -1.232712 1.554723 0.00 -0.04 0.02
H 3.702293 -2.808901 2.062430 0.02 0.06 -0.01
H 4.915250 -2.842182 -0.017151 -0.06 0.02 -0.03
H 5.661338 -3.687781 -2.187368 -0.04 0.01 -0.04
H 4.082026 -3.625960 -4.127875 0.01 0.03 0.05
H 1.818013 -2.705621 -3.879573 0.02 0.00 0.02
N 0.801496 0.694388 2.675291 0.05 0.46 -0.18
C 0.697915 2.037175 2.295179 0.00 -0.71 0.38
C 0.880779 3.018826 3.279866 0.01 0.09 0.07
C 0.878253 4.363521 2.966998 0.01 -0.07 -0.04
C 0.679512 4.766988 1.648952 0.00 -0.07 0.10
C 0.492377 3.800229 0.680241 -0.07 -0.08 -0.08
C 0.495652 2.430194 0.970691 -0.20 0.11 -0.41
P 0.345215 1.214983 -0.415704 0.60 0.59 -0.18
C -0.512492 2.138398 -1.750749 -0.08 -0.04 0.15
C -1.908466 2.109774 -1.754372 -0.07 -0.14 0.05
C -2.623705 2.798349 -2.725030 0.03 -0.07 0.02
C -1.959406 3.513358 -3.710166 0.11 -0.03 -0.01
C -0.570067 3.551210 -3.713205 -0.05 -0.05 0.05
C 0.147522 2.873256 -2.735261 0.07 0.11 0.01
C 2.120321 1.170132 -0.963159 -0.06 -0.10 0.04
C 2.489466 0.772540 -2.252503 -0.09 -0.02 0.03
C 3.825463 0.638366 -2.605582 -0.01 0.00 0.09
C 4.823452 0.884253 -1.669599 -0.06 -0.03 -0.04
C 4.473321 1.261873 -0.382301 -0.06 -0.03 -0.01
C 3.134888 1.401701 -0.032289 -0.03 0.03 -0.02
H 0.657144 0.538792 3.660153 -0.09 0.01 0.06
H 0.314917 -0.001769 2.117243 0.05 0.30 0.24
H 1.023714 2.696556 4.307064 0.02 0.03 -0.06
H 1.036809 5.097711 3.749875 -0.05 -0.05 -0.05
H 0.662934 5.815230 1.380729 0.02 -0.03 0.02
H 0.337072 4.124132 -0.338319 -0.04 -0.04 -0.12
H -2.439620 1.546050 -0.994922 0.07 0.01 -0.03
H -3.705811 2.758145 -2.714227 0.02 0.01 0.00
H -2.519366 4.037635 -4.474775 0.01 -0.01 0.01
H -0.040081 4.110196 -4.475804 -0.03 -0.02 0.04
H 1.227734 2.941018 -2.740166 -0.01 -0.04 0.01
H 1.726082 0.549622 -2.990036 0.00 0.02 0.04
H 4.086754 0.321955 -3.608819 -0.03 0.03 0.04
H 5.866019 0.776681 -1.943044 -0.03 0.00 0.00
H 5.241750 1.452438 0.357670 -0.02 0.01 -0.01
H 2.884472 1.698583 0.979142 0.01 0.00 -0.03
N -2.952783 1.539901 7.462284 0.14 -0.07 -0.27
C -2.878166 1.092356 6.144269 0.00 0.11 0.25
C -2.387947 1.919347 5.130422 0.03 0.04 -0.04
C -2.284374 1.454823 3.828149 0.00 -0.05 0.09
C -2.653539 0.147509 3.531892 -0.27 -0.13 0.60
C -3.154563 -0.682929 4.533839 0.13 0.01 -0.01
C -3.257545 -0.214911 5.828798 -0.06 -0.11 -0.01
S -2.659797 -0.420382 1.884166 0.04 -0.18 -0.09
O -3.840975 -1.201728 1.668438 0.16 -0.02 0.09
O -2.420717 0.764189 1.103815 0.10 0.20 -0.37
N -1.311453 -1.335746 1.674843 -0.02 -1.06 -0.45
C -1.350118 -2.740444 1.695609 -0.06 1.00 0.11
N -1.938941 -3.447498 2.651484 0.05 -0.20 -0.07
C -1.758727 -4.764949 2.580273 -0.07 0.13 0.06
C -0.980302 -5.382262 1.611058 -0.09 -0.14 0.11
C -0.429587 -4.567262 0.647729 -0.01 0.28 -0.31
N -0.638997 -3.255291 0.661559 -0.20 0.12 0.54
H -2.938844 2.535128 7.603690 -0.04 0.02 -0.04
H -3.596193 1.056908 8.064899 -0.04 -0.02 -0.02
H -2.108000 2.943304 5.360073 0.00 -0.07 -0.02
H -1.935313 2.109269 3.037715 -0.05 -0.06 0.06
H -3.458617 -1.695216 4.287688 0.01 0.11 -0.01
H -3.654323 -0.859227 6.606988 0.05 0.03 -0.04
H -2.249846 -5.356009 3.347579 0.02 0.05 -0.02
H -0.830403 -6.451432 1.600144 -0.01 0.02 0.00
H 0.170559 -4.952903 -0.168074 -0.01 -0.01 -0.01
Cl -1.873263 0.697203 -7.593656 -0.03 -0.10 0.17
C -2.104350 0.008950 -6.001318 -0.01 0.08 -0.17
C -3.384514 -0.304318 -5.575618 -0.07 -0.04 0.04
C -3.558932 -0.820885 -4.298812 -0.09 0.10 -0.20
C -2.470255 -1.003055 -3.458840 -0.01 0.13 -0.06
C -1.192576 -0.704394 -3.913225 0.13 0.07 0.03
C -1.001894 -0.202217 -5.192114 -0.01 0.04 0.08
C -2.739542 -1.510984 -2.078723 1.30 -0.05 0.89
O -3.753709 -2.084954 -1.795166 -0.48 -0.10 0.09
O -1.755167 -1.292112 -1.188124 -1.42 0.12 -1.42
H -4.227952 -0.144346 -6.234932 0.03 0.01 0.04
H -4.545080 -1.075529 -3.931344 0.03 0.00 -0.03
H -0.343474 -0.882628 -3.264774 -0.08 0.05 -0.05
H -0.012886 0.044906 -5.554070 0.01 -0.01 0.00
```
Positions in Å, forces in eV/Å.

Record 2
C3H7NOSn as an isolated structure. Source: the Open Molecules 2025 dataset; level of theory: ωB97M-V with the def2-TZVPD basis set.

As for the charge: +3. Its total energy is -461.415855 Ha. Its multiplicity is 2. The calculation puts the HOMO-LUMO gap (alpha / beta) at 7.93 / 7.52 eV.

XYZ file:
```
13
Properties=species:S:1:pos:R:3:forces:R:3
Sn -3.184545 1.401650 -2.887368 0.26 -0.42 -0.29
C 0.629498 -1.495251 -0.488517 -0.65 0.19 -0.06
C -0.137613 -0.251339 -0.718941 -0.83 -2.15 -1.77
O -0.875619 -0.076263 -1.713840 -0.48 0.52 -0.17
N -0.245538 0.728606 0.184143 1.50 1.60 3.39
C 0.441795 0.851513 1.464963 1.03 0.18 -1.00
H 0.314339 -1.990230 0.430058 -0.13 0.26 0.47
H 1.690014 -1.273879 -0.368470 0.21 -0.32 -0.45
H 0.288361 -2.178527 -1.266236 0.89 -0.01 -0.28
H -0.873654 1.485878 -0.044120 -0.21 0.30 -0.01
H 0.824468 1.867669 1.560178 -0.77 0.74 0.18
H 1.384273 0.316158 1.580010 -0.44 -0.99 -0.44
H -0.255779 0.614016 2.268139 -0.39 0.11 0.42
```
Positions in Å, forces in eV/Å.

Record 3
One molecule with the formula C19H24N4O4S. Source: the Open Molecules 2025 dataset; level of theory: ωB97M-V with the def2-TZVPD basis set.

Its SMILES is CCOCCc1nnc(NC(=O)[C@@H]2CC(=O)N(c3ccc(OCC)cc3)C2)s1. As for the charge: 0. Its total energy is -1656.587792 Ha. Its multiplicity is 1. The calculation puts the HOMO-LUMO gap at 8.13 eV.

XYZ file:
```
52
Properties=species:S:1:pos:R:3:forces:R:3
C 2.491689 2.768908 -0.573869 -0.45 -0.01 -0.02
C 1.101634 2.167685 -0.755741 0.26 -0.20 -0.05
O 0.069191 3.122008 -0.941134 -0.11 0.14 -0.03
C -0.187716 3.996752 0.127234 -0.01 0.07 0.11
C -0.697171 3.297202 1.405650 0.27 0.22 -0.31
C -1.682692 2.249009 1.059221 -0.57 0.37 -0.28
N -1.552816 1.009848 1.353962 1.37 0.64 0.67
N -2.517094 0.225218 0.902544 -1.42 -0.99 -0.45
C -3.414946 0.842079 0.220358 0.53 1.18 0.18
N -4.503751 0.294322 -0.393669 -0.64 0.49 -0.18
C -4.808330 -0.991330 -0.801826 0.10 -0.44 -0.18
O -5.890303 -1.175006 -1.307579 -0.16 -0.07 -0.06
C -3.804992 -2.109884 -0.630700 -0.03 -0.17 0.02
C -3.569904 -2.497966 0.831728 0.03 -0.11 0.14
C -2.059694 -2.545091 1.013363 -0.57 -0.20 0.05
O -1.504741 -2.947396 2.006813 0.14 0.01 0.30
N -1.470494 -2.089868 -0.126474 0.02 -0.20 -0.45
C -0.117078 -1.742782 -0.261978 0.29 0.00 0.10
C 0.686354 -1.539821 0.855295 -0.14 -0.02 0.04
C 2.013874 -1.178897 0.723457 0.29 0.11 -0.10
C 2.576403 -1.003236 -0.535711 -0.21 -0.05 -0.18
O 3.860642 -0.613604 -0.791805 -0.19 -0.02 -0.21
C 4.802416 -0.580300 0.261547 0.30 -0.12 0.29
C 5.238947 -1.972668 0.706649 -0.22 0.29 -0.19
C 1.770357 -1.197157 -1.655875 0.28 0.05 0.16
C 0.446012 -1.558978 -1.524428 -0.08 -0.03 0.11
C -2.402078 -1.819888 -1.200268 0.08 0.05 -0.20
S -3.125570 2.585558 0.109102 0.29 -0.90 0.26
H 2.676585 3.519259 -1.339024 0.06 0.08 -0.07
H 3.229396 1.978680 -0.674192 0.13 -0.11 0.02
H 2.605637 3.227535 0.405970 0.08 0.07 0.10
H 0.864366 1.498013 0.081185 -0.02 -0.02 -0.10
H 1.075876 1.578603 -1.675354 0.02 -0.03 0.17
H -0.965923 4.663551 -0.256382 0.11 0.05 0.11
H 0.695228 4.599263 0.377244 -0.11 0.01 -0.03
H 0.120684 2.816182 1.943679 -0.08 -0.02 0.04
H -1.149593 4.050036 2.054496 0.08 0.01 0.06
H -5.232993 0.953135 -0.647164 0.07 -0.26 0.04
H -4.247424 -2.954073 -1.166775 0.03 0.24 0.07
H -3.958546 -1.758418 1.531710 0.06 -0.06 0.03
H -4.009563 -3.461565 1.084947 0.05 0.01 -0.01
H 0.268278 -1.664915 1.838757 -0.01 -0.01 0.04
H 2.592554 -1.029621 1.621177 0.09 0.01 0.07
H 4.415316 -0.003570 1.111251 0.03 0.01 -0.10
H 5.655738 -0.039805 -0.158664 -0.13 -0.01 0.13
H 4.395390 -2.535126 1.099032 -0.01 -0.08 0.07
H 5.650837 -2.516943 -0.139446 0.06 -0.06 -0.05
H 5.999326 -1.889648 1.478329 0.08 -0.02 0.10
H 2.206561 -1.055950 -2.632311 0.05 0.02 -0.12
H -0.138632 -1.701689 -2.419106 -0.09 -0.02 -0.08
H -2.293785 -0.786025 -1.544996 0.05 -0.05 -0.02
H -2.203457 -2.481647 -2.050226 -0.05 0.14 0.03
```
Positions in Å, forces in eV/Å.

Record 4
A 2-piece molecular cluster, C3H6Cl3OP overall. Source: the Open Molecules 2025 dataset; level of theory: ωB97M-V with the def2-TZVPD basis set.

As for the charge: 0. Its total energy is -1915.031216 Ha. Its multiplicity is 1. The calculation puts the HOMO-LUMO gap (alpha / beta) at 8.40 / 5.84 eV.

XYZ file:
```
14
Properties=species:S:1:pos:R:3:forces:R:3
C 0.119773 -1.650955 0.084405 1.50 -0.89 3.59
C -0.868778 -0.105013 -1.515322 -2.17 1.69 -1.72
C 0.306807 -0.594913 -0.896556 3.15 0.50 -0.89
O -0.847335 1.308894 1.721949 -0.14 -0.23 0.00
P 0.546407 1.529769 1.326379 0.28 0.70 0.50
Cl -0.860607 1.783984 -1.519098 -0.07 -0.82 -0.12
Cl 0.984236 3.604832 1.320107 -0.05 -1.03 -0.18
Cl 1.836270 0.857350 2.847665 -0.24 0.11 -0.60
H -0.228766 -1.258742 1.087709 -0.68 0.32 -1.09
H -0.607283 -2.463502 -0.128947 0.65 0.42 -0.27
H 1.074070 -2.012451 0.606465 -0.85 -0.20 -1.72
H -1.051838 -0.270029 -2.645937 0.45 -0.20 1.92
H -1.712799 -0.421644 -0.886176 -0.15 0.39 -0.66
H 1.309845 -0.307579 -1.402642 -1.69 -0.76 1.25
```
Positions in Å, forces in eV/Å.

Record 5
A 13-piece molecular cluster, H26O13 overall. Source: the Open Molecules 2025 dataset; level of theory: ωB97M-V with the def2-TZVPD basis set.

As for the charge: 0. Its total energy is -993.627234 Ha. Its multiplicity is 1. The calculation puts the HOMO-LUMO gap at 9.92 eV.

XYZ file:
```
39
Properties=species:S:1:pos:R:3:forces:R:3
H 0.357887 -0.538661 -0.582176 -0.03 -0.07 -0.12
H -0.323123 0.198607 0.559184 -0.21 0.24 -0.13
H 3.112317 3.254924 -0.018670 0.23 0.10 0.04
H 2.496698 1.926998 0.390801 -0.01 -0.04 -0.27
H 2.050843 0.470201 -3.634316 -0.13 0.02 0.06
H 1.499439 -0.672286 -2.797226 0.06 0.13 0.00
H -3.125240 -1.095926 3.037850 -0.18 0.11 0.11
H -1.700019 -0.653827 3.326531 -0.08 0.02 0.15
H -2.909841 -1.864798 -0.801290 -0.05 0.09 -0.07
H -2.297921 -1.444761 -2.127625 -0.03 -0.01 0.06
H -0.929016 -2.933356 1.466485 -0.03 -0.15 0.03
H 0.335283 -3.052641 0.631403 0.04 -0.38 -0.16
H -4.394454 0.760085 1.257075 -0.07 0.14 -0.12
H -5.840947 0.401617 0.958409 0.13 0.07 -0.03
H 2.452782 -2.791208 0.212346 0.35 -0.08 0.07
H 2.761919 -3.547202 -1.069429 -0.03 -0.02 0.08
H 4.022676 -0.779073 0.998524 0.16 -0.21 0.02
H 3.649356 -0.422064 2.427936 0.13 -0.06 0.09
H 3.048122 4.044533 2.356463 0.01 0.03 -0.11
H 1.947702 3.475596 1.475879 -0.06 0.36 0.38
H -4.288657 1.082256 -2.329541 0.07 -0.15 0.22
H -5.773477 1.302598 -2.091213 0.03 -0.03 0.05
H -1.452420 1.013091 -1.149264 -0.08 0.11 0.19
H -1.744422 2.471250 -1.463192 -0.11 0.20 0.27
H 3.733371 0.228407 -0.602678 -0.02 0.51 -0.27
H 4.112084 -0.434563 -1.916866 0.03 -0.04 0.10
O -0.408132 0.011162 -0.382425 2.01 -1.83 0.90
O 3.346554 2.361697 0.257497 0.12 -1.03 -0.40
O 1.232833 0.136147 -3.249274 0.00 -0.12 -0.12
O -2.560962 -0.764505 3.745480 0.21 -0.10 -0.24
O -2.625860 -1.087132 -1.294830 -0.28 -0.34 -0.27
O -0.299546 -3.580446 1.128800 -0.19 0.39 0.11
O -5.263566 0.701320 1.669605 0.03 -0.20 0.03
O 2.287339 -3.629019 -0.234523 -0.13 0.27 -0.12
O 4.224128 -1.000946 1.914591 -0.29 0.13 -0.10
O 2.434014 4.288310 1.654726 -0.41 0.44 0.31
O -5.026609 0.771223 -1.793188 -0.23 0.15 -0.15
O -1.604150 1.865846 -0.726442 -1.03 1.59 -0.75
O 3.463010 -0.473461 -1.205403 0.06 -0.27 0.15
```
Positions in Å, forces in eV/Å.

Record 6
C18H19ClN5NiOS2 as an isolated structure. Source: the Open Molecules 2025 dataset; level of theory: ωB97M-V with the def2-TZVPD basis set.

As for the charge: -1. Its total energy is -3811.274781 Ha. Its multiplicity is 3. The calculation puts the HOMO-LUMO gap (alpha / beta) at 5.54 / 6.36 eV.

XYZ file:
```
47
Properties=species:S:1:pos:R:3:forces:R:3
Ni 0.584526 -0.639249 -1.707185 0.94 -0.47 0.92
N 0.611850 2.493354 -4.496127 1.19 -0.12 -1.18
C 0.326154 1.418444 -3.748935 -2.19 -0.89 2.75
S 1.123996 -0.098801 -3.834962 0.82 0.44 -1.66
N -0.667082 1.599075 -2.839057 0.71 1.58 -1.89
N -0.872576 0.551245 -2.040584 -4.07 -0.88 2.75
C -2.049411 0.462886 -1.357870 2.29 1.07 -1.42
C -2.395090 -0.523278 -0.352340 -0.26 -1.67 0.48
C -3.601883 -0.478360 0.422067 1.14 0.74 0.09
C -3.819863 -1.333270 1.510946 -0.88 0.73 -0.61
C -2.967224 -2.406383 1.771984 0.07 0.28 -0.36
C -1.896731 -2.581795 0.934852 0.16 -0.65 0.52
C -1.563923 -1.697596 -0.116206 -0.39 1.12 -0.10
O -0.502612 -1.938456 -0.777692 0.19 -0.48 -0.35
H 1.385479 2.409764 -5.170602 -1.00 0.37 0.69
H 0.042269 3.313842 -4.366841 0.22 -0.03 -0.17
H -2.756437 1.298849 -1.501171 0.23 -0.34 -0.13
H -4.277345 0.369234 0.221314 0.14 -0.48 0.22
H -4.700284 -1.186773 2.130927 0.03 0.03 -0.13
H -3.166676 -3.072936 2.615365 0.15 0.17 -0.31
H -1.199577 -3.399586 1.098094 -0.04 0.10 -0.08
Cl 4.321980 0.121647 -0.014465 -0.05 0.02 -0.12
C 3.595283 -1.327888 0.606743 -0.55 -1.13 1.89
C 3.903441 -1.701180 1.934642 0.88 0.93 -0.69
C 3.442093 -2.889218 2.469837 -0.14 -0.06 0.06
C 2.545422 -3.683456 1.726582 0.13 0.13 0.29
C 2.134038 -3.278885 0.465845 0.26 0.73 0.57
C 2.660286 -2.082395 -0.124085 0.58 0.10 -0.45
C 2.318396 -1.672368 -1.460571 -0.67 -0.38 -0.15
H 4.589260 -1.018559 2.484711 -0.56 -0.74 -0.26
H 3.765675 -3.184968 3.469778 -0.19 0.05 -0.27
H 2.184730 -4.605446 2.207432 -0.02 0.41 -0.47
H 1.329287 -3.788996 -0.057634 0.32 -0.04 -0.07
H 1.884489 -2.521575 -2.006125 0.54 0.17 -0.35
H 3.043588 -1.040612 -1.979886 -0.03 -0.56 0.05
S 0.667525 0.576347 1.053174 0.45 -0.68 -0.15
C -0.071463 2.031684 1.017176 -0.17 0.49 0.85
N 0.164181 3.081370 0.202628 0.02 -0.04 -0.74
C -0.787630 4.164300 0.381391 0.14 0.48 -0.35
C -1.625038 3.694238 1.581878 -1.02 -0.05 0.07
N -0.986969 2.449392 1.943717 0.20 0.34 -0.16
H 0.667135 2.934287 -0.666226 -0.27 -0.05 0.26
H -1.354971 4.385433 -0.540837 0.01 -0.39 0.41
H -0.261278 5.084911 0.630749 0.10 0.11 0.06
H -2.686514 3.499935 1.330642 0.39 0.21 -0.14
H -1.642355 4.423328 2.408901 0.24 -0.21 -0.26
H -1.438150 1.788465 2.538029 -0.05 -0.43 0.07
```
Positions in Å, forces in eV/Å.